An isolated molecule of C4H8BrFO2Si at a distorted geometry, computed with ωB97M-V with the def2-TZVPD basis set.

Last column: Mulliken charge in e.
Cartesian coordinates (Å):
1 Br 0.87 -2.51 2.34  -0.119
2 Si 2.38 1.54 -1.00  0.405
3 F 2.51 -0.38 2.15  -0.220
4 O -0.31 -0.80 -0.19  -0.294
5 O 1.17 0.94 -0.05  -0.183
6 C -1.53 0.03 0.01  -0.067
7 C -2.63 -0.88 -0.45  -1.106
8 C 1.26 -0.75 1.78  0.132
9 C 0.79 -0.27 0.38  0.409
10 H -1.55 1.01 -0.61  0.197
11 H 3.43 0.97 -0.45  -0.137
12 H -1.63 0.16 1.10  0.324
13 H 1.92 1.38 -2.32  -0.119
14 H -2.80 -1.91 0.05  0.272
15 H -3.62 -0.37 -0.32  0.357
16 H -2.54 -1.11 -1.60  0.260
17 H 2.28 2.96 -0.82  -0.110

Gap between HOMO and LUMO in eV: 8.5
ΔE to the lowest compared entry with this formula, charge and spin in kcal/mol: 0.85

A structure of composition C3H2LiO2Rh at a distorted geometry, computed with ωB97M-V with the def2-TZVPD basis set.

Last column: Löwdin spin population.
Cartesian coordinates (Å):
1 Rh 2.21 -0.49 1.34  2.446
2 O 1.89 -0.49 -0.62  0.488
3 O -1.16 0.41 0.60  0.193
4 C 0.66 -0.28 -0.26  0.223
5 C 0.15 -0.14 1.01  0.554
6 C -0.57 0.60 -0.71  0.065
7 Li -1.57 -1.41 1.07  0.020
8 H -1.19 0.13 -1.48  0.010
9 H -0.41 1.66 -0.94  0.000

Gap between HOMO and LUMO (alpha / beta) in eV: 9.7 / 7.6
2S+1: 5
Total charge: +2

A structure of composition C52H43N5O2P2Pt, computed with ωB97M-V with the def2-TZVPD basis set.

Last column: Mulliken charge in e.
Cartesian coordinates (Å):
1 Pt -0.15 -0.45 -0.12  1.727
2 P 0.82 3.40 -0.39  0.307
3 P -1.06 0.25 3.17  0.250
4 O -2.05 -1.18 -0.25  -0.725
5 O 0.39 -3.54 -6.52  -0.452
6 N 1.83 0.09 -0.09  0.340
7 N -1.50 -6.98 -2.58  -0.360
8 N -1.97 -6.61 -1.49  -0.650
9 N 0.32 -2.39 -0.47  -0.262
10 N -1.02 1.39 0.20  0.329
11 C 4.36 -1.30 3.02  -0.788
12 C -2.51 0.63 2.04  -1.482
13 C -1.95 -5.22 -1.14  -0.026
14 C -2.00 -0.16 4.70  0.423
15 C -3.53 -1.72 5.74  -0.646
16 C 0.60 4.49 3.97  -0.719
17 C -0.06 7.91 -0.85  -0.507
18 C -0.07 7.30 0.39  -0.538
19 C 0.61 -5.44 -5.18  -0.635
20 C -1.37 -4.09 -4.94  -0.324
21 C 4.90 -0.77 1.86  -0.723
22 C -3.42 -1.03 6.94  -0.517
23 C -1.06 -6.03 -3.55  0.166
24 C 4.10 -0.30 0.82  -0.599
25 C 0.41 5.17 -0.63  -0.395
26 C 0.43 5.79 -1.88  -0.211
27 C -3.21 -3.21 -0.64  -0.610
28 C 2.53 0.41 -3.74  -0.721
29 C -0.38 -2.44 -6.96  -0.807
30 C -0.78 4.27 4.08  -0.696
31 C 3.81 2.05 -2.56  -1.105
32 C 1.43 3.45 3.62  -0.350
33 C -2.60 0.08 7.02  -0.628
34 C -1.99 3.44 -0.25  -0.658
35 C 2.39 0.53 -1.31  -0.090
36 C -2.05 -2.46 -0.52  0.699
37 C 3.30 1.59 -1.36  0.050
38 C -1.89 0.51 5.91  -0.502
39 C 0.55 -5.10 -1.00  -0.405
40 C -2.81 -1.30 4.63  -0.530
41 C 1.65 -4.32 -0.80  -1.469
42 C -0.46 1.95 3.50  0.451
43 C 2.70 -0.34 0.91  0.637
44 C 2.97 -1.38 3.10  -0.879
45 C -1.82 -4.94 -3.94  -0.642
46 C -2.71 2.83 0.71  -1.553
47 C 0.14 -6.30 -4.21  -0.310
48 C -1.30 3.01 3.84  0.048
49 C 0.19 7.16 -1.99  -0.677
50 C 2.02 -0.06 -2.53  -0.502
51 C -0.87 2.58 -0.57  1.572
52 C 0.18 5.94 0.50  -0.090
53 C -2.08 1.56 0.96  0.852
54 C -0.74 -4.52 -0.95  0.236
55 C 1.50 -2.95 -0.55  0.474
56 C 2.17 -0.92 2.08  -0.479
57 C 3.43 1.47 -3.76  -0.771
58 C -3.15 -4.58 -0.92  -0.502
59 C -0.14 -4.33 -5.55  0.880
60 C -0.05 2.65 -1.81  -1.743
61 C -0.81 -3.14 -0.66  0.043
62 C 0.91 2.18 3.38  -0.540
63 H -4.06 -5.15 -1.01  0.412
64 H 2.36 -2.32 -0.40  0.424
65 H 1.32 -0.88 -2.53  0.391
66 H -2.77 -4.74 -3.46  0.477
67 H -2.84 -0.31 1.61  0.720
68 H -1.98 -3.25 -5.23  0.418
69 H -2.15 4.42 -0.68  0.661
70 H 0.35 1.70 -2.15  -0.046
71 H -3.98 -1.36 7.81  0.367
72 H 0.21 7.63 -2.96  0.407
73 H -2.36 2.85 3.93  0.461
74 H 2.24 -0.07 -4.66  0.521
75 H 2.51 -1.81 3.98  0.448
76 H 3.60 2.07 -0.44  0.809
77 H -2.88 -1.86 3.71  0.424
78 H -0.26 7.89 1.28  0.432
79 H 5.98 -0.72 1.74  0.395
80 H 4.99 -1.66 3.82  0.395
81 H 1.57 1.37 3.10  0.082
82 H 2.50 3.61 3.52  0.436
83 H 2.65 -4.74 -0.83  0.527
84 H -0.44 3.27 -2.60  0.602
85 H 3.82 1.83 -4.70  0.429
86 H -1.31 -2.76 -7.43  0.364
87 H 0.64 -6.17 -1.17  0.607
88 H -1.43 5.09 4.35  0.419
89 H -3.59 3.19 1.22  0.569
90 H 0.70 -7.19 -3.94  0.433
91 H -1.24 1.38 5.99  0.384
92 H 1.55 -5.63 -5.69  0.444
93 H -4.16 -2.59 5.67  0.402
94 H 4.51 2.88 -2.56  0.391
95 H 0.64 5.21 -2.77  0.455
96 H 0.18 5.47 1.48  0.212
97 H 1.00 5.47 4.17  0.390
98 H 0.23 -1.91 -7.68  0.235
99 H -0.25 8.97 -0.94  0.376
100 H -2.50 0.62 7.96  0.399
101 H 4.59 0.07 -0.07  0.440
102 H -0.61 -1.77 -6.12  0.286
103 H 1.09 -1.02 2.17  0.240
104 H -4.17 -2.73 -0.50  0.530
105 H -3.34 1.08 2.59  0.564

Gap between HOMO and LUMO in eV: 6.4
ΔE to the lowest compared entry with this formula, charge and spin in kcal/mol: 0.00

A cluster of 5 separate species, C53H74N6O5 in total at a distorted geometry, computed with ωB97M-V with the def2-TZVPD basis set.

Last column: Mulliken charge in e.
Cartesian coordinates (Å):
1 O -3.22 -2.76 -1.86  -0.602
2 O -3.51 3.75 -4.36  -0.623
3 O -1.79 2.23 -4.40  -0.406
4 O -0.13 -1.93 2.02  -0.513
5 O -0.15 1.09 2.04  -0.545
6 N -0.36 -8.12 -1.47  -0.490
7 N 2.64 -5.94 4.07  -0.487
8 N 2.38 0.73 -3.50  -0.659
9 N 2.83 5.59 -3.24  -0.446
10 N -5.55 1.91 -1.31  -0.514
11 N -1.10 10.18 -0.84  -0.445
12 C -1.00 0.98 0.90  -0.493
13 C -0.46 7.61 -3.50  -1.094
14 C -5.34 1.24 -2.63  -0.421
15 C -1.89 -3.19 4.43  0.394
16 C -1.60 -0.42 0.61  0.446
17 C 1.65 -8.46 -4.33  -0.420
18 C -4.81 -3.71 0.69  -0.819
19 C 0.46 4.11 -0.58  -0.251
20 C -4.15 -4.21 3.27  0.662
21 C 1.25 0.96 1.70  -0.156
22 C -0.08 -2.96 6.94  -0.437
23 C 2.31 -7.96 2.33  -0.562
24 C 2.49 -6.83 3.31  0.292
25 C -1.27 -1.69 1.56  0.588
26 C -2.84 -3.34 3.17  0.050
27 C -0.47 -3.85 4.40  0.029
28 C 4.86 5.23 -6.09  -0.414
29 C 1.61 1.68 4.27  -0.482
30 C -2.70 3.29 -2.09  0.162
31 C 1.19 -7.27 -3.49  -0.328
32 C 4.40 6.43 -5.25  -0.447
33 C -2.36 1.99 -1.24  0.978
34 C 0.32 -7.74 -2.36  0.237
35 C -2.37 -2.43 5.69  -0.392
36 C -0.73 3.60 0.38  -1.036
37 C 1.08 2.84 -2.89  0.320
38 C -5.13 -4.39 2.07  -0.545
39 C -0.09 -7.24 1.85  -0.677
40 C 3.52 5.96 -4.13  0.320
41 C 0.44 -3.73 5.68  -0.622
42 C 2.79 1.91 5.36  0.603
43 C -2.54 -2.65 1.82  0.106
44 C -4.00 0.30 -2.69  -1.007
45 C 2.16 0.78 3.03  0.001
46 C -1.48 -2.29 6.96  -0.595
47 C 2.39 1.24 6.78  -1.234
48 C -3.13 -2.13 -0.77  -0.202
49 C 1.28 -7.56 1.26  -0.248
50 C 3.26 3.45 5.50  -1.103
51 C 2.37 2.23 -3.65  -0.154
52 C 2.47 -9.47 -3.52  -1.128
53 C 2.40 -0.76 3.43  -0.996
54 C 5.67 4.22 -5.28  -0.952
55 C -1.37 2.20 -0.03  -0.054
56 C -2.97 0.56 -1.51  0.905
57 C -1.71 9.67 -1.71  0.220
58 C -3.53 -2.87 0.61  0.264
59 C -2.66 3.09 -3.68  0.148
60 C -2.48 9.01 -2.82  -0.558
61 C -1.92 7.60 -3.08  -0.107
62 C -4.59 -4.95 4.64  -1.339
63 C 1.32 2.95 -1.28  -0.268
64 C -2.59 -0.64 -0.60  0.191
65 H -6.09 -5.00 2.16  0.324
66 H 0.62 -6.57 -4.10  0.294
67 H 1.18 -8.38 0.55  0.263
68 H 3.70 1.31 4.97  0.241
69 H -6.25 0.54 -2.79  0.357
70 H 2.05 -6.73 -3.07  0.273
71 H -4.37 -0.77 -2.78  0.310
72 H 1.57 1.99 1.26  0.062
73 H 2.80 -10.29 -4.17  0.326
74 H 3.36 2.68 -3.26  -0.117
75 H 2.35 -1.49 2.55  0.309
76 H -0.10 -4.43 3.48  0.284
77 H -0.11 6.59 -3.69  0.108
78 H -2.03 6.99 -2.17  0.090
79 H 3.36 -9.00 -3.09  0.298
80 H 1.54 1.80 7.30  0.336
81 H -5.54 -3.85 -0.18  0.358
82 H 3.17 3.77 6.59  0.290
83 H -2.40 9.62 -3.72  0.325
84 H 3.27 -8.19 1.87  0.343
85 H -4.64 -6.07 4.39  0.355
86 H 1.31 2.70 3.82  0.031
87 H 1.89 -9.91 -2.72  0.342
88 H -1.92 -1.72 7.85  0.332
89 H 1.46 -4.24 5.66  0.382
90 H 1.20 4.69 0.10  0.447
91 H -2.04 4.20 -1.85  -0.264
92 H -3.82 -4.79 5.48  0.291
93 H 3.32 1.19 7.47  0.371
94 H 6.56 4.69 -4.84  0.332
95 H 2.43 3.25 -1.17  0.527
96 H -1.58 4.39 0.29  0.520
97 H -0.79 -6.99 1.05  0.345
98 H 1.65 -6.69 0.71  0.223
99 H 1.97 -8.85 2.88  0.314
100 H 5.47 5.59 -6.92  0.318
101 H 1.66 -1.02 4.27  -0.011
102 H 3.46 -0.83 3.89  0.378
103 H 6.00 3.40 -5.92  0.323
104 H 2.28 2.55 -4.76  0.237
105 H 1.47 0.18 0.90  0.390
106 H -0.05 -6.38 2.52  -0.048
107 H 0.13 4.87 -1.38  -0.236
108 H -3.53 8.95 -2.54  0.324
109 H 1.23 1.92 -0.81  -0.125
110 H -0.49 -8.10 2.40  0.341
111 H 0.70 1.18 4.78  0.250
112 H 5.08 3.78 -4.47  0.173
113 H 2.26 -8.10 -5.16  0.311
114 H -0.31 8.20 -4.41  0.419
115 H -5.83 2.88 -1.52  0.205
116 H -3.45 0.54 -3.68  0.200
117 H 0.58 -2.88 7.88  0.343
118 H 3.84 7.13 -5.87  0.269
119 H 1.41 0.35 -3.52  0.251
120 H 0.19 8.02 -2.71  0.379
121 H -2.51 7.12 -3.86  0.335
122 H 2.82 0.34 -4.34  0.258
123 H 2.65 4.18 4.87  0.326
124 H 3.19 1.24 2.77  0.299
125 H -1.45 2.77 -5.14  0.380
126 H 4.36 3.51 5.17  0.238
127 H 3.99 4.72 -6.52  0.274
128 H -3.78 3.61 -1.84  0.170
129 H -0.40 3.64 1.48  0.167
130 H 0.84 3.89 -3.28  -0.243
131 H -5.29 1.95 -3.52  0.141
132 H -5.60 -4.55 5.01  0.310
133 H 0.25 2.08 -3.02  -0.017
134 H 5.26 6.96 -4.83  0.292
135 H 0.79 -8.97 -4.75  0.290
136 H 2.03 0.17 6.52  0.211
137 H -6.39 1.53 -0.82  0.261
138 H -3.42 -1.96 5.68  0.355

Gap between HOMO and LUMO in eV: 7.6